Model P:
An isolated molecule of C2H4Br2. Source: the Open Molecules 2025 dataset; level of theory: the ωB97M-V functional and the def2-TZVPD basis.

Geometry as XYZ:
```
8
Properties=species:S:1:pos:R:3:lowdin_charge:R:1
Br 1.64508 -1.59531 -0.19631 0.60
C 0.40904 -0.12251 -0.62724 -0.69
C -0.39237 0.14786 0.61188 -0.72
Br -1.66419 1.57863 0.23604 0.61
H -0.24702 -0.52003 -1.39705 0.05
H 1.00657 0.69798 -0.99770 0.05
H 0.21916 0.51568 1.43065 0.05
H -0.97628 -0.70229 0.93972 0.05
```

Summary:
HOMO-LUMO gap: 11.1 eV
HOMO: -10.465 eV
spin multiplicity: 1
LUMO energy: 0.643 eV

***

Model Q:
An isolated molecule of C2H4Br2. Source: the Open Molecules 2025 dataset; level of theory: the ωB97M-V functional and the def2-TZVPD basis.

Geometry as XYZ:
```
8
Properties=species:S:1:pos:R:3:lowdin_charge:R:1
Br 0.96218 1.68734 1.12633 0.60
C 0.61105 -0.10408 0.44721 -0.71
C -0.46631 -0.11028 -0.59606 -0.73
Br -2.22197 0.04183 0.17329 0.62
H 0.35162 -0.74493 1.28352 0.05
H 1.55889 -0.40512 0.00951 0.05
H -0.44275 -1.05981 -1.12927 0.06
H -0.35271 0.69506 -1.31454 0.05
```

Summary:
HOMO-LUMO gap: 11.0 eV
HOMO: -10.193 eV
spin multiplicity: 1
LUMO energy: 0.797 eV

***

Model R:
C2H4Br2 as an isolated structure. Source: the Open Molecules 2025 dataset; level of theory: the ωB97M-V functional and the def2-TZVPD basis.

Geometry as XYZ:
```
8
Properties=species:S:1:pos:R:3:lowdin_charge:R:1
C -0.14551 -0.02710 -0.34269 -0.23
C 1.19233 0.00272 0.41898 -1.13
Br 2.28432 1.59930 -0.02398 0.55
Br 2.27971 -1.59564 -0.01836 0.56
H -0.18058 0.34438 -1.33756 0.06
H -0.65319 -0.93378 -0.31071 0.04
H -0.70590 0.74171 0.28445 0.10
H 0.92689 0.14016 1.50466 0.06
```

Summary:
HOMO-LUMO gap: 10.7 eV
HOMO: -10.119 eV
spin multiplicity: 1
LUMO energy: 0.533 eV

***

Stability verdict: model P, ahead by 1.3 kcal/mol

***

Model P:
A 2-piece molecular cluster, C3H10NO2 overall. Source: the Open Molecules 2025 dataset; level of theory: the ωB97M-V functional and the def2-TZVPD basis.

Geometry as XYZ:
```
16
Properties=species:S:1:pos:R:3:lowdin_charge:R:1
C -0.97163 -1.04972 -0.68483 0.02
C -1.11128 1.41512 0.79038 -0.01
C -0.25745 0.16870 -1.00226 -0.35
N 1.87708 -0.69658 0.21491 0.08
O 0.11367 0.20045 -2.31566 0.16
O -0.32638 1.33127 -0.41846 0.02
H -1.04753 -1.16713 0.33424 0.07
H -1.93157 -1.27317 -1.11788 0.13
H -0.26261 -1.86919 -0.89984 0.13
H -0.42322 1.03007 1.60391 0.12
H -2.13969 0.89512 0.72968 0.14
H -1.32222 2.51840 1.11344 0.14
H 2.45302 -0.75409 -0.61937 0.06
H 2.26196 -1.39232 0.83999 0.06
H 2.13089 0.17786 0.64624 0.04
H 0.22744 1.15685 -2.63561 0.20
```

Summary:
HOMO-LUMO gap: 10.6 eV
net charge: +1
HOMO: -15.203 eV
spin multiplicity: 1
LUMO energy: -4.623 eV

***

Model Q:
A 2-piece molecular cluster, C3H10NO2 overall. Source: the Open Molecules 2025 dataset; level of theory: the ωB97M-V functional and the def2-TZVPD basis.

Geometry as XYZ:
```
16
Properties=species:S:1:pos:R:3:lowdin_charge:R:1
O 2.68985 -1.08360 0.57565 0.14
C 2.22980 -0.55264 -0.34340 -0.25
C 0.72082 -0.32349 -0.48091 -0.06
N -0.10800 -0.06596 0.82754 0.02
C -1.26937 -0.98825 0.88098 -0.06
H 2.75622 -0.30789 -1.26786 0.13
H 0.43204 0.55921 -1.24440 0.14
H 0.15334 -1.13933 -1.05147 0.15
H 0.42669 -0.35906 1.60866 0.14
H -0.48487 0.92732 0.77898 0.16
H -2.33465 -0.53848 1.27986 0.16
H -0.95274 -1.64561 1.72893 0.11
H -1.70807 -1.64093 0.06215 0.12
H -0.90572 3.09866 -0.86517 0.05
H -0.90421 1.87881 -1.71571 0.10
O -0.74114 2.18124 -0.77384 -0.05
```

Summary:
HOMO-LUMO gap: 11.3 eV
net charge: +1
HOMO: -14.668 eV
spin multiplicity: 1
LUMO energy: -3.377 eV

***

Stability verdict: model P, ahead by 21.6 kcal/mol

***

Model P:
An isolated ion of composition C3H10NO2 and charge +1. Source: the Open Molecules 2025 dataset; level of theory: the ωB97M-V functional and the def2-TZVPD basis.

Geometry as XYZ:
```
16
Properties=species:S:1:pos:R:3:lowdin_charge:R:1
C 1.28899 0.52185 -0.39552 -0.18
O 1.66897 -0.22582 -1.56107 -0.07
C 0.23529 -0.34598 0.26538 -0.21
C -0.63196 0.47422 1.26482 -0.16
O -1.93554 -0.08746 1.19467 -0.07
N -0.73284 -0.78908 -0.84373 0.24
H 0.89306 1.46753 -0.78530 0.14
H 2.13295 0.74613 0.25654 0.15
H 2.42803 0.18335 -2.00391 0.12
H 0.71051 -1.19870 0.73781 0.16
H -0.21148 0.37191 2.25746 0.14
H -0.70446 1.48236 0.86365 0.13
H -2.47392 0.09843 1.96867 0.12
H -0.74059 -1.80385 -0.90996 0.18
H -1.64168 -0.38476 -0.58540 0.15
H -0.28532 -0.51011 -1.72413 0.15
```

Summary:
HOMO-LUMO gap: 12.1 eV
net charge: +1
HOMO: -15.280 eV
spin multiplicity: 1
LUMO energy: -3.146 eV

***

Model Q:
A 2-piece molecular cluster, C3H10NO2 overall. Source: the Open Molecules 2025 dataset; level of theory: the ωB97M-V functional and the def2-TZVPD basis.

Geometry as XYZ:
```
16
Properties=species:S:1:pos:R:3:lowdin_charge:R:1
C 1.84958 0.21401 1.85571 -0.05
O 0.55995 0.96624 1.69204 -0.14
H 2.42205 0.14429 0.92291 0.09
H 2.46015 0.67086 2.64917 0.10
H 1.59968 -0.77739 2.21769 0.09
H 0.77917 1.89774 1.80381 0.11
O -1.63954 -1.92420 -2.22543 0.07
C -1.70308 -0.68760 -2.19064 -0.20
C -1.13211 0.25972 -1.14999 -0.13
N -0.26635 -0.48176 -0.26157 0.16
H -2.18671 -0.10991 -3.02930 0.14
H -0.63231 1.07102 -1.66037 0.14
H -1.98410 0.75588 -0.55730 0.18
H -0.03474 0.11404 0.55460 0.06
H -0.71306 -1.34620 0.11193 0.19
H 0.62143 -0.76674 -0.73324 0.19
```

Summary:
HOMO-LUMO gap: 11.2 eV
net charge: +1
HOMO: -14.710 eV
spin multiplicity: 1
LUMO energy: -3.532 eV

***

Stability verdict: model P, ahead by 17.1 kcal/mol